<one>
26
Properties=species:S:1:pos:R:3:mulliken_charge:R:1 method="wB97M-V/def2-TZVPD" lumo_energy_ev=0.6 smiles=CN(C)[C@@H](NC#N)c1ccccc1 spin_multiplicity=1 homo_lumo_gap_ev=9.5
H -1.825 0.945 3.408 0.332
H -4.117 -0.491 1.289 0.337
H -3.575 0.542 -0.060 0.238
H -1.571 -2.299 1.177 0.225
C 0.387 0.313 1.125 0.441
H 3.497 1.592 1.479 0.383
H 2.305 -2.368 0.329 0.365
C 2.725 0.878 1.220 -0.565
C -1.931 -1.513 1.862 -1.045
H 4.095 -0.793 1.050 0.382
H -1.199 -1.438 2.685 0.374
N -1.017 1.228 2.844 -0.280
C -1.028 0.754 1.454 -0.137
C 3.068 -0.447 0.953 -0.431
H -3.527 1.201 1.590 0.316
N -2.055 -0.239 1.218 0.034
C 1.396 1.272 1.248 -0.531
H -2.928 -1.815 2.217 0.383
N -0.332 3.632 3.079 -0.549
H -0.038 -1.609 0.182 0.492
C -3.392 0.279 0.996 -0.834
H 1.144 2.330 1.314 0.378
H -1.324 1.569 0.750 0.220
C 2.059 -1.337 0.585 -0.554
C -0.639 2.497 3.023 0.441
C 0.717 -0.941 0.603 -0.414

***

<two>
26
Properties=species:S:1:pos:R:3:mulliken_charge:R:1 method="wB97M-V/def2-TZVPD" lumo_energy_ev=0.8 smiles=c1cc(N2C[C@H]3C[C@@H]2CN3)ccn1 spin_multiplicity=1 homo_lumo_gap_ev=9.2
H 1.144 -0.325 -1.603 0.483
H -0.554 -0.135 1.842 0.521
C -0.938 1.828 0.160 -0.147
H -0.508 1.901 1.216 0.255
H -1.834 -0.326 -2.391 0.256
N -2.187 3.039 -1.563 -0.639
H -2.868 1.782 -3.026 0.338
C 0.250 -0.537 1.225 -0.250
H 2.955 -1.286 -0.184 0.493
C -1.727 0.620 -1.742 -0.246
H 1.742 -3.192 0.623 0.287
H 0.571 -1.971 -1.445 0.405
H 2.049 -0.058 1.937 0.456
C 0.764 -1.071 -0.951 -0.899
H -1.358 3.899 0.140 0.383
C -1.319 2.965 -0.375 -0.611
H 1.550 1.058 0.620 0.427
C 1.553 0.040 1.052 -0.791
C -2.334 1.894 -2.091 -0.107
C 0.455 -1.986 1.738 -1.103
N 1.717 -2.269 1.115 -0.454
H 0.606 -2.035 2.751 0.490
N -0.249 -0.558 -0.137 0.030
H -0.416 -2.643 1.467 0.289
C 1.908 -1.223 0.200 -0.316
C -0.972 0.588 -0.575 0.449

***

<one> has the most favorable energy; the next structure is 1.072 eV above.

***

<one>
24
Properties=species:S:1:pos:R:3:mulliken_charge:R:1 method="wB97M-V/def2-TZVPD" lumo_energy_ev=-0.2 smiles="CN(/N=C/C=O)[Si](C)(C)C" spin_multiplicity=1 homo_lumo_gap_ev=9.2
H -1.617 -0.275 1.790 0.334
N 1.162 0.094 0.289 0.087
N 0.997 1.822 0.393 -0.407
C 1.458 2.337 1.452 0.105
O 1.096 4.246 2.792 -0.472
C -0.563 0.915 -1.933 -1.161
C 1.118 3.735 1.682 -0.123
H 0.278 1.497 -1.973 0.356
H -0.494 -2.902 -0.337 0.401
H 0.715 -2.235 -1.430 0.361
H 1.171 -1.692 1.549 0.256
H -0.789 0.387 -2.825 0.403
H 1.100 4.298 0.740 0.320
H 2.661 -0.408 1.565 0.346
H -1.785 1.164 0.813 0.288
C -1.802 0.088 0.796 -1.183
H 1.840 1.776 2.302 0.343
H -2.771 -0.193 0.558 0.441
H -0.835 -2.341 -1.991 0.323
H -1.521 1.496 -1.809 0.284
H 1.054 -0.061 2.380 0.365
C 1.561 -0.522 1.544 -0.983
Si -0.396 -0.241 -0.458 0.551
C -0.284 -2.148 -1.002 -1.235

***

<two>
24
Properties=species:S:1:pos:R:3:mulliken_charge:R:1 method="wB97M-V/def2-TZVPD" lumo_energy_ev="-0.6 / -1.0" spin_multiplicity=1 homo_lumo_gap_ev="8.5 / 8.3"
O 4.542 -0.235 0.942 -0.425
H -0.977 -2.647 -1.204 0.344
C 3.987 0.005 -0.089 -0.163
C -3.014 -0.058 -0.187 -1.052
H 0.269 -1.572 1.594 0.311
H 4.448 -0.154 -1.077 0.350
C -0.666 -1.645 -1.482 -0.976
C -0.103 2.203 0.194 -0.713
H 0.405 -1.650 -1.647 0.313
H -1.426 -1.679 2.025 0.360
H 2.226 0.942 0.793 0.249
H -3.316 0.639 0.587 0.305
C 2.561 0.493 -0.164 0.414
H -3.557 -0.985 -0.048 0.318
H 0.180 3.060 -0.425 0.269
H -3.296 0.357 -1.148 0.297
H 0.730 1.977 0.891 0.189
H -1.141 -1.392 -2.422 0.290
N 1.859 0.339 -1.154 -0.490
Si -1.120 -0.387 -0.141 0.283
C -0.669 -1.021 1.610 -1.037
H -0.549 -0.190 2.300 0.340
H -0.936 2.487 0.850 0.326
N -0.437 1.112 -0.600 -0.101

***

<one> has the most favorable energy; the next structure is 0.735 eV above.

***

<one>
18
Properties=species:S:1:pos:R:3:mulliken_charge:R:1 method="wB97M-V/def2-TZVPD" lumo_energy_ev=-4.6 charge=+1 spin_multiplicity=1 homo_lumo_gap_ev=7.0
H -5.317 -0.193 0.379 0.289
H -2.900 -0.716 0.987 0.120
H -4.645 -1.032 -1.052 0.274
H 0.964 -1.532 0.044 0.332
S -2.978 0.271 0.091 -0.180
N 3.293 0.554 -0.664 -0.290
H 3.928 -0.088 -1.123 0.258
H 3.496 1.541 -0.761 0.257
H 2.616 -1.903 -0.519 0.400
H 0.694 1.525 -0.170 0.364
C 2.021 -1.302 0.166 -1.175
H -4.969 0.717 -1.110 0.276
C 1.342 1.113 0.610 -1.239
C -4.660 -0.110 -0.479 -0.770
H 2.277 -1.592 1.188 0.333
H 0.698 0.658 1.357 0.328
H 1.879 1.954 1.047 0.425
C 2.262 0.135 0.009 0.999

***

<two>
18
Properties=species:S:1:pos:R:3:mulliken_charge:R:1 method="wB97M-V/def2-TZVPD" lumo_energy_ev=-3.6 charge=+1 smiles=C[N+]#S(C)(C)C spin_multiplicity=1 homo_lumo_gap_ev=10.1
S 0.030 -0.154 0.022 0.768
H 1.751 -1.008 1.319 0.416
H -0.624 -0.290 2.255 0.422
H -0.628 -2.339 0.661 0.431
N -0.206 0.368 -1.367 -0.390
C -1.205 0.214 1.439 -0.941
C -0.256 1.787 -1.701 -0.678
H -1.257 1.246 1.397 0.324
H 0.723 1.950 -2.250 0.270
H 2.348 -0.227 -0.225 0.415
H -1.116 1.955 -2.430 0.249
H -2.041 -0.399 1.471 0.406
C -0.335 -1.888 -0.263 -1.059
C 1.753 -0.152 0.709 -1.040
H -0.257 2.379 -0.708 0.289
H 1.937 0.788 1.298 0.373
H 0.621 -2.467 -0.704 0.359
H -1.238 -1.764 -0.923 0.386

***

<one> has the most favorable energy; the next structure is 4.002 eV above.

***

<one>
18
Properties=species:S:1:pos:R:3:mulliken_charge:R:1 method="wB97M-V/def2-TZVPD" lumo_energy_ev=-3.7 charge=+1 smiles=C[C@@H]([NH3+])CCS spin_multiplicity=1 homo_lumo_gap_ev=9.0
H -1.232 -1.727 2.200 0.352
C 1.157 -0.359 -0.890 -0.634
H -0.609 0.297 -1.454 0.572
H 0.410 -1.318 2.093 0.346
C -1.014 -0.198 0.712 -0.002
H -0.342 -2.172 0.818 0.388
C -2.679 0.024 0.661 -1.091
H -0.730 -1.319 -1.031 0.443
C -0.437 -0.364 -0.659 -1.377
H 2.839 0.690 -0.951 0.163
S 1.712 1.377 -0.801 -0.162
H -3.013 -1.016 0.368 0.378
H -0.672 0.602 1.304 0.452
H 1.391 -0.855 -1.834 0.470
H -3.064 0.546 1.577 0.356
N -0.476 -1.455 1.575 -0.342
H -2.819 0.831 -0.101 0.335
H 1.619 -1.016 -0.137 0.351

***

<two>
18
Properties=species:S:1:pos:R:3:mulliken_charge:R:1 method="wB97M-V/def2-TZVPD" lumo_energy_ev=-3.4 charge=+1 smiles=CSCCC[NH3+] spin_multiplicity=1 homo_lumo_gap_ev=9.6
C -1.464 -0.486 0.281 -0.601
H -0.644 1.530 0.296 0.298
S 1.708 -0.180 -0.551 -0.126
C 0.922 0.307 1.008 -0.982
C -0.571 0.611 0.899 -0.397
H 1.055 -0.489 1.709 0.470
H -0.956 0.904 1.872 0.403
H -1.368 -2.466 -0.346 0.385
C 1.286 1.243 -1.634 -0.792
H 0.055 -1.654 -0.558 0.151
H 2.016 1.134 -2.434 0.349
H -1.824 -0.204 -0.713 0.326
H -0.385 -2.169 0.966 0.331
H -2.272 -0.728 0.937 0.380
H 1.394 1.201 1.368 0.442
H 0.333 1.070 -2.062 0.269
H 1.439 2.188 -1.131 0.307
N -0.724 -1.811 0.092 -0.213

***

<two> has the most favorable energy; the next structure is 1.645 eV above.

***

<one>
64
Properties=species:S:1:pos:R:3:mulliken_charge:R:1 method="wB97M-V/def2-TZVPD" lumo_energy_ev=2.8 charge=-2 spin_multiplicity=1 homo_lumo_gap_ev=7.1
C 2.927 -3.213 2.215 -0.305
As 0.229 5.227 2.404 2.036
N 3.087 0.377 1.174 1.051
F -3.413 -1.737 0.402 -0.505
H -1.448 3.375 -6.382 0.312
C -0.104 -5.481 -1.782 -0.520
C 0.142 -3.345 -0.727 0.035
C 3.220 -2.034 1.481 -0.155
C 0.192 2.326 -3.677 0.134
F -2.315 0.559 0.405 -0.351
H 3.830 -2.160 0.599 0.433
H -1.313 -2.817 0.684 0.422
O 0.455 -1.070 0.019 -0.117
F -0.971 -0.712 3.551 -0.399
C -1.221 -5.809 -1.005 -0.315
H 0.945 -2.024 4.621 0.370
O 4.074 0.290 0.436 -0.665
F 1.349 6.059 1.294 -0.511
C 1.700 2.684 -5.602 -0.334
H 1.738 0.218 3.531 0.567
N 0.829 -1.942 -0.833 0.680
C -1.082 -3.618 -0.003 -0.159
H -2.618 -5.025 0.479 0.438
O -1.174 2.151 -1.780 -0.563
O 1.711 -1.658 -1.677 -0.590
F -3.117 0.656 3.262 -0.502
C 0.677 3.032 -6.421 -0.577
F -5.289 -0.996 -1.073 -0.548
H 2.450 2.232 -3.720 0.386
F -0.930 4.348 3.522 -0.496
H 3.321 -4.147 1.844 0.391
F -0.909 1.599 2.586 -0.201
N -0.036 1.972 -2.236 1.341
C 1.560 -1.982 3.734 -0.332
F -4.785 0.195 0.957 -0.485
F -2.184 0.203 5.562 -0.528
F 0.048 6.543 3.554 -0.508
C 2.769 -0.841 1.944 0.034
F 0.136 3.791 1.223 -0.624
O 2.362 1.332 1.206 -0.560
C 2.049 -3.182 3.363 -0.713
H -1.710 -6.725 -1.303 0.338
F -2.111 2.441 4.678 -0.509
H 0.215 -6.066 -2.631 0.346
C -0.607 3.011 -5.811 -0.277
F -4.167 1.456 -1.232 -0.516
F 0.085 1.336 4.936 -0.543
As -1.501 0.854 4.062 1.973
H -1.896 2.942 -4.175 0.453
F -2.877 -0.798 -1.882 -0.463
H 0.961 3.279 -7.433 0.379
Cu -0.248 1.531 0.547 0.863
C -1.742 -4.815 -0.118 -0.608
C -0.891 2.735 -4.512 -0.396
F -1.115 6.080 1.502 -0.522
C 1.993 -0.765 3.162 -0.647
C 0.590 -4.263 -1.590 -0.420
C 1.511 2.314 -4.246 -0.526
H 2.664 2.510 -6.059 0.317
As -3.731 -0.177 -0.482 1.853
O 0.821 1.422 -1.624 -0.557
H 1.507 -4.052 -2.121 0.435
F 1.548 4.467 3.313 -0.459
H 1.807 -4.095 3.887 0.417

***

<two>
64
Properties=species:S:1:pos:R:3:mulliken_charge:R:1 method="wB97M-V/def2-TZVPD" lumo_energy_ev=3.3 charge=-2 spin_multiplicity=1 homo_lumo_gap_ev=7.5
C 1.121 -3.018 -2.922 -0.243
H -3.273 5.951 -1.684 0.348
N 3.109 -1.070 1.487 0.863
F -2.180 -4.739 0.058 -0.544
H -2.920 4.645 -3.770 0.371
H 2.043 -2.803 -2.403 0.479
C 3.293 0.892 0.029 0.351
C -2.841 2.905 -0.350 -0.062
O -0.948 -0.573 -1.429 -0.514
H 5.732 1.825 -2.078 0.363
F -0.268 -5.225 1.549 -0.534
O -2.133 1.162 0.947 -0.494
F 2.615 2.552 1.965 -0.486
H -0.214 -5.052 -5.283 0.365
H 5.532 -1.599 0.530 0.481
C 3.986 1.666 -0.888 -0.939
F -2.248 -4.138 2.455 -0.502
As -2.827 -0.321 4.444 2.088
As -1.199 -3.820 1.147 2.057
H -2.668 2.167 -3.625 0.378
C -1.227 -2.573 -3.237 -0.365
C -2.721 2.134 -1.489 -0.245
F -2.766 1.387 4.566 -0.461
O 2.013 -0.649 1.801 -0.426
H 3.524 2.560 -1.279 0.441
As 1.243 3.045 2.920 2.097
H -2.504 1.078 -1.434 0.540
H 2.335 1.213 0.415 0.309
Cu -0.187 -0.325 1.423 1.272
N -2.592 2.288 0.960 1.047
H -2.191 -3.763 -4.732 0.366
C -3.162 4.875 -1.655 -0.362
C -1.279 -3.581 -4.179 -0.581
F -0.139 -2.830 2.132 -0.529
F -0.100 -3.542 -0.196 -0.496
O 3.631 -2.087 1.909 -0.642
H 1.928 -4.669 -3.976 0.353
C -2.972 4.131 -2.818 -0.430
H 6.838 -0.141 -1.067 0.359
F 0.733 4.073 1.617 -0.509
F 1.737 2.008 4.208 -0.492
H -3.250 4.812 0.501 0.460
F -1.449 -0.310 3.337 -0.587
C 3.869 -0.256 0.526 0.178
C 5.842 0.124 -0.734 -0.350
F -1.729 -0.456 5.772 -0.507
F -2.056 -2.379 0.721 -0.526
F 2.197 4.343 3.579 -0.540
C 5.260 1.258 -1.282 -0.460
C 5.140 -0.664 0.160 -0.699
F -2.892 -2.037 4.367 -0.498
F -0.131 3.526 3.815 -0.476
F -4.208 -0.329 5.510 -0.546
O 1.031 -1.209 -0.912 -0.359
H -2.101 -2.011 -2.939 0.478
C -0.139 -4.312 -4.497 -0.468
C 1.062 -4.030 -3.862 -0.579
F -3.877 -0.181 3.070 -0.477
F 0.345 1.720 2.193 -0.479
C -0.029 -2.317 -2.610 0.176
N 0.024 -1.290 -1.577 0.765
O -2.845 2.941 1.938 -0.543
C -3.120 4.257 -0.417 -0.496
C -2.800 2.760 -2.729 -0.537

***

<two> has the most favorable energy; the next structure is 3.910 eV above.